*i*
{"formula": "C2H3F2NO", "method": "wB97M-V/def2-TZVPD", "smiles": "O/N=C\\C(F)F", "spin_multiplicity": 1, "orbital_gap_ev": 11.21, "e_homo_ev": -10.417, "symbols": ["C", "C", "H", "H", "H", "N", "O", "F", "F"], "xyz": [[-0.03208, 0.03972, 0.77023], [1.05909, 0.01357, -0.25935], [-2.58560, -0.17763, -0.69959], [0.19292, 0.01872, 1.85740], [0.63119, -0.01086, -1.27289], [-1.27481, -0.01528, 0.56623], [-1.64179, 0.06993, -0.70919], [1.84598, -1.05996, -0.13494], [1.80510, 1.12179, -0.11790]], "nbo_charge": [-0.06, 0.51, 0.49, 0.21, 0.15, -0.09, -0.55, -0.33, -0.33]}


*ii*
{"formula": "C2H3F2NO", "method": "wB97M-V/def2-TZVPD", "spin_multiplicity": 1, "orbital_gap_ev": 9.85, "e_homo_ev": -9.931, "symbols": ["C", "C", "N", "O", "F", "F", "H", "H", "H"], "xyz": [[-2.05830, 0.04016, -0.01534], [-0.60270, -0.12803, -0.28630], [2.16172, 0.32466, 0.47748], [-1.25525, -1.15386, -0.01752], [2.86110, -0.82667, 0.23196], [2.77955, 1.21083, -0.39894], [-2.50384, 0.33770, 0.97272], [-2.58482, -0.05543, -1.01680], [1.20254, 0.25064, 0.05273]], "nbo_charge": [-0.29, 0.30, 0.10, -0.38, -0.24, -0.26, 0.23, 0.21, 0.33]}


Which one is the most stable? From the structures above, *i*.